Entry from the OMol25 dataset: 7 unconnected molecules or ions with the total composition C43H79BN2O9S at a distorted geometry (ωB97M-V/def2-TZVPD).

Cartesian coordinates (Å):
C1 4.6537 -0.0079 3.9634
O1 5.5374 0.6926 3.0699
C2 4.7864 1.3553 2.0423
C3 4.4817 0.3771 0.8089
C4 5.5433 0.4928 -0.3678
C5 4.8348 0.2885 -1.7794
C6 5.4718 -0.9180 -2.6182
C7 5.3770 -2.3229 -1.8747
C8 4.2437 -3.2415 -2.5444
C9 2.9996 -3.4430 -1.5406
C10 1.5837 -3.2788 -2.2337
C11 0.7892 -1.9737 -1.8228
C12 0.7548 -1.7358 -0.2558
C13 -0.5021 -0.9677 0.2619
C14 -1.6000 -1.8369 0.9072
C15 -2.8287 -1.2649 1.4796
C16 -3.0502 0.2395 1.4552
N1 -4.0982 0.9785 1.9530
S1 -3.7365 2.5936 1.5963
N2 -2.2482 2.3926 0.8573
C17 -1.9166 1.0548 0.7823
C18 -0.6565 0.5041 0.1896
C19 0.4851 1.3511 -0.4636
B1 -0.0235 2.5581 -1.4007
O2 -0.9001 2.4292 -2.5070
O3 0.4625 3.8776 -1.1040
H1 4.0261 -0.7740 3.4217
H2 5.2592 -0.5519 4.7385
H3 3.9443 0.6983 4.4879
H4 3.7647 1.6199 2.4695
H5 5.2543 2.3250 1.7156
H6 3.4333 0.6130 0.4414
H7 4.5178 -0.6708 1.2234
H8 5.9648 1.5458 -0.3226
H9 6.3853 -0.2432 -0.2276
H10 3.7262 0.1100 -1.7000
H11 5.0487 1.2223 -2.3825
H12 6.5616 -0.6608 -2.8014
H13 4.8920 -0.9611 -3.5849
H14 5.2257 -2.1885 -0.7656
H15 6.3614 -2.8560 -2.0173
H16 3.8807 -2.8382 -3.5303
H17 4.7016 -4.2655 -2.6879
H18 3.1884 -2.7568 -0.6699
H19 3.0751 -4.4982 -1.1308
H20 1.7496 -3.3171 -3.3521
H21 0.9766 -4.1966 -1.9630
H22 -0.2703 -2.1081 -2.2150
H23 1.2203 -1.1141 -2.4151
H24 1.6784 -1.1261 0.0032
H25 0.8326 -2.7605 0.2253
H26 -1.4919 -2.9575 0.9670
H27 -3.6028 -1.9055 1.9693
H28 1.2054 1.6719 0.3495
H29 1.0839 0.6537 -1.1367
H30 -0.4056 2.2411 -3.3297
H31 -0.2084 4.3493 -0.5683
C20 3.1006 -8.8071 -2.5373
C21 1.5872 -8.8457 -2.6121
C22 1.1971 -7.7334 -1.6560
O4 2.2487 -6.7597 -1.7021
C23 3.3701 -7.3202 -2.3983
H32 3.5950 -9.2501 -3.4026
H33 3.4417 -9.3345 -1.6413
H34 1.2596 -8.5987 -3.6264
H35 1.1576 -9.8106 -2.3408
H36 1.1244 -8.1008 -0.6268
H37 0.2494 -7.2622 -1.9248
H38 3.4335 -6.8350 -3.3786
H39 4.2879 -7.1092 -1.8457
C24 9.9088 0.8917 -4.5848
C25 10.6130 -0.2447 -3.8703
C26 9.5694 -1.3455 -3.9292
O5 8.8141 -1.1366 -5.1298
C27 9.1355 0.1563 -5.6594
H40 10.5864 1.6446 -4.9886
H41 9.2153 1.3881 -3.8985
H42 11.5025 -0.5427 -4.4337
H43 10.9205 -0.0018 -2.8524
H44 8.8773 -1.2831 -3.0819
H45 10.0127 -2.3433 -3.9434
H46 9.7467 0.0084 -6.5564
H47 8.2175 0.6744 -5.9449
C28 7.9634 5.8660 -6.1094
C29 7.2919 4.6279 -6.6669
C30 8.4730 3.8507 -7.2182
O6 9.6065 4.1816 -6.4005
C31 9.2662 5.3028 -5.5732
H48 7.3761 6.3792 -5.3473
H49 8.1673 6.5738 -6.9186
H50 6.8198 4.0648 -5.8559
H51 6.5330 4.8408 -7.4205
H52 8.7026 4.1511 -8.2460
H53 8.3088 2.7714 -7.1990
H54 9.1483 4.9386 -4.5467
H55 10.0781 6.0322 -5.5926
C32 -5.7923 -1.3340 5.8504
C33 -6.5206 -0.8632 4.6067
C34 -5.6865 -1.4831 3.5020
O7 -5.1378 -2.7014 4.0297
C35 -5.3483 -2.7287 5.4467
H56 -6.4096 -1.3275 6.7498
H57 -4.9177 -0.7008 6.0307
H58 -7.5305 -1.2776 4.5900
H59 -6.5967 0.2211 4.5254
H60 -4.8530 -0.8341 3.2222
H61 -6.2727 -1.7023 2.6064
H62 -6.1281 -3.4694 5.6563
H63 -4.4295 -3.0395 5.9483
C36 -11.0459 1.8996 5.2770
C37 -11.7249 0.6677 4.7125
C38 -10.5481 -0.1108 4.1531
O8 -9.4138 0.2089 4.9696
C39 -9.7447 1.3259 5.8062
H64 -11.6290 2.4105 6.0439
H65 -10.8406 2.6120 4.4726
H66 -12.1977 0.1013 5.5208
H67 -12.4849 0.8890 3.9619
H68 -10.3203 0.1957 3.1265
H69 -10.7154 -1.1900 4.1648
H70 -9.8619 0.9548 6.8304
H71 -8.9287 2.0511 5.7902
C40 -13.5694 7.0563 4.9039
C41 -14.2476 5.8230 4.3427
C42 -13.0708 5.0448 3.7836
O9 -11.9355 5.3668 4.5978
C43 -12.2670 6.4846 5.4328
H72 -14.1521 7.5679 5.6707
H73 -13.3656 7.7676 4.0978
H74 -14.7187 5.2577 5.1526
H75 -15.0084 6.0420 3.5927
H76 -12.8445 5.3496 2.7562
H77 -13.2371 3.9653 3.7977
H78 -12.3832 6.1154 6.4576
H79 -11.4516 7.2101 5.4148

Atoms 1-2, force components in eV/Å:
-0.2 -0.3 0.2
-0.8 0.2 0.1

As for the energy relative to the best compared isomer or geometry (same formula, charge and spin): 0.0 kJ/mol. The LUMO energy is -0.68 eV. The calculation puts the HOMO energy at -8.3178 eV. As for the structure (SMILES): COCCCCCCCCCCCc1ccc2nsnc2c1CB(O)O.C1CCOC1.C1CCOC1.C1CCOC1.C1CCOC1.C1CCOC1.C1CCOC1. Its energy is -2895.377694 Eh. The value obtained for the gap between HOMO and LUMO is 7.64 eV. Its net charge is 0.